Entry 1:
This record from the Open Molecules 2025 dataset describes a cluster of 2 separate species, C2H6N2 in total. The level of theory is wB97M-V/def2-TZVPD.

Summary:
SMILES ... C=N.C=N
Charge ... 0
ΔE to the lowest compared entry with this formula, charge and spin ... 53.1 kcal per mole
LUMO level ... 0.85 eV
E_HOMO ... -10.1 eV
Energy ... -5149.6187 eV

Structure (XYZ):
```
10
Properties=species:S:1:pos:R:3:forces:R:3:mulliken_charge:R:1
C 0.092 -2.601 -0.669 0.109 0.250 -0.563 -0.22
N -0.396 -3.408 0.162 -0.082 -0.341 -0.097 -0.48
H -0.099 -2.719 -1.742 -0.161 -0.134 0.258 0.25
H 0.723 -1.746 -0.431 0.145 0.073 0.240 0.21
H -0.101 -3.195 1.110 -0.009 0.159 0.160 0.24
C -0.233 2.395 0.382 -0.434 -0.277 0.151 -0.25
N 0.208 3.337 -0.316 0.262 0.403 -0.646 -0.46
H -0.845 1.643 -0.119 0.054 -0.042 0.034 0.25
H -0.118 2.255 1.458 0.228 0.146 0.107 0.23
H 0.769 4.039 0.165 -0.113 -0.237 0.356 0.24
```
Positions in Å, forces in eV/Å.

=====

Entry 2:
This record from the Open Molecules 2025 dataset describes a structure of composition C4H5NO. The level of theory is wB97M-V/def2-TZVPD.

Summary:
Charge ... 0
ΔE to the lowest compared entry with this formula, charge and spin ... 121.7 kcal per mole
LUMO level ... -1.12 eV
E_HOMO ... -8.3 eV
Energy ... -7761.2510 eV

Structure (XYZ):
```
11
Properties=species:S:1:pos:R:3:forces:R:3:mulliken_charge:R:1
N 2.518 0.297 -0.284 -0.077 -0.370 0.088 -0.69
C 1.360 -0.249 -0.063 0.106 0.125 -0.038 0.57
C 0.297 0.922 -0.268 -0.490 -0.034 0.054 -0.24
C -0.882 0.470 -0.001 0.349 -0.179 -0.023 0.19
C -1.742 -0.537 0.309 0.086 0.039 -0.013 -0.60
O 0.903 -1.370 0.234 0.117 0.279 -0.053 -0.68
H 3.237 -0.421 -0.175 -0.032 -0.004 0.007 0.26
H 0.650 1.890 -0.587 -0.115 -0.051 0.037 0.42
H -2.088 0.823 -0.016 -0.057 0.112 -0.017 0.22
H -2.162 -1.157 -0.481 0.044 0.071 0.079 0.27
H -2.093 -0.668 1.332 0.069 0.013 -0.120 0.28
```
Positions in Å, forces in eV/Å.

=====

Entry 3:
This record from the Open Molecules 2025 dataset describes a structure of composition C49H42BrClI2N9O2PSSr in a non-equilibrium geometry. The level of theory is wB97M-V/def2-TZVPD.

Summary:
Charge ... 0
ΔE to the lowest compared entry with this formula, charge and spin ... 11.4 kcal per mole
LUMO level ... 0.21 eV
E_HOMO ... -6.9 eV
Energy ... -188730.5110 eV

Structure (XYZ):
```
109
Properties=species:S:1:pos:R:3:forces:R:3:mulliken_charge:R:1
Sr 0.008 -0.075 -0.116 -0.006 0.190 1.675 1.72
N -1.310 -4.408 0.298 0.055 0.076 0.045 -0.39
C -0.739 -3.311 -0.325 0.008 -0.180 -0.248 0.06
S 0.845 -2.834 0.264 -0.294 -0.120 -0.106 -0.41
N -1.460 -2.809 -1.290 0.202 0.317 0.092 -1.27
N -0.942 -1.620 -1.817 -0.055 -0.366 -0.176 1.08
C -1.094 -1.464 -3.073 0.168 0.219 -0.148 -1.87
C -0.595 -0.329 -3.864 -0.115 -0.234 0.002 1.06
C -0.856 -0.363 -5.235 -0.025 0.038 -0.066 -0.46
C -0.388 0.606 -6.109 -0.048 -0.080 0.059 -0.97
C 0.384 1.643 -5.594 0.032 0.071 0.050 -0.67
C 0.655 1.716 -4.238 -0.032 0.000 -0.122 -0.19
C 0.162 0.754 -3.331 0.089 -0.123 0.264 -0.45
O 0.396 0.875 -2.056 -0.026 0.533 -1.387 -0.04
H -0.652 -5.011 0.762 0.015 -0.037 -0.012 0.21
H -2.021 -4.867 -0.251 0.010 0.002 0.020 0.26
H -1.588 -2.261 -3.634 -0.052 -0.007 -0.023 0.19
H -1.447 -1.190 -5.620 0.018 0.026 -0.012 0.42
H -0.611 0.545 -7.166 0.018 0.018 0.024 0.41
H 0.778 2.405 -6.258 -0.003 -0.015 0.011 0.41
H 1.255 2.523 -3.828 -0.003 -0.014 -0.015 0.40
C 0.407 0.077 4.611 -0.112 0.073 0.017 -1.26
C 0.747 0.792 3.333 0.029 -0.130 -0.204 0.28
O 0.916 0.183 2.273 0.036 0.242 0.312 0.11
N 0.882 2.132 3.401 0.243 -0.248 -0.045 0.09
C 1.384 2.909 2.287 0.032 0.018 -0.016 -1.19
C 0.317 3.505 1.401 0.007 -0.067 -0.132 0.11
C 0.172 4.881 1.289 0.005 0.015 0.013 -0.64
C -0.784 5.394 0.425 -0.028 0.022 -0.011 -1.28
C -1.572 4.511 -0.292 -0.015 -0.036 0.021 -0.63
C -1.367 3.150 -0.114 0.061 -0.052 0.105 -0.52
N -0.443 2.647 0.710 0.117 0.206 -0.163 2.53
H 0.499 -0.992 4.442 0.012 -0.005 0.008 0.35
H -0.623 0.308 4.904 0.346 -0.083 -0.099 0.13
H 1.072 0.387 5.418 -0.001 0.006 -0.014 0.46
H 0.623 2.595 4.255 0.061 -0.030 -0.004 0.33
H 2.002 2.244 1.680 0.000 -0.044 -0.005 -0.22
H 2.023 3.700 2.680 -0.012 0.030 0.001 0.54
H 0.810 5.539 1.867 -0.009 -0.006 -0.017 0.57
H -0.909 6.464 0.317 -0.001 -0.012 0.005 0.47
H -2.338 4.851 -0.977 0.003 0.014 0.031 0.67
H -1.977 2.431 -0.653 0.046 0.011 0.024 0.22
Cl -1.715 -1.478 2.376 0.109 -0.521 0.090 0.01
C -3.455 -1.519 2.419 0.364 -0.053 0.053 0.95
C -4.107 -2.724 2.604 -0.077 -0.030 -0.067 -0.78
C -5.491 -2.715 2.695 -0.006 0.080 -0.010 -0.58
C -6.189 -1.512 2.613 0.108 -0.045 -0.012 -0.84
C -5.503 -0.320 2.428 -0.056 -0.019 -0.065 -0.50
C -4.113 -0.307 2.315 -0.218 0.379 0.224 -0.37
P -3.074 1.181 2.033 -0.310 0.041 -0.320 1.36
C -4.326 2.397 1.475 -0.111 0.032 0.188 0.49
C -4.835 2.192 0.192 0.027 -0.050 -0.049 -0.40
C -5.760 3.063 -0.358 -0.002 0.046 -0.018 -0.69
C -6.185 4.169 0.367 0.015 0.021 -0.005 -0.59
C -5.688 4.386 1.644 0.042 -0.033 0.015 -0.67
C -4.768 3.502 2.198 -0.059 -0.014 -0.018 -0.56
C -2.662 1.743 3.724 0.055 0.011 0.007 0.47
C -1.977 2.955 3.859 -0.163 0.059 -0.075 -0.43
C -1.549 3.396 5.101 -0.143 -0.038 0.084 -1.09
C -1.784 2.624 6.235 -0.006 0.026 -0.030 -0.57
C -2.455 1.417 6.112 -0.155 0.030 -0.017 -0.55
C -2.888 0.977 4.865 -0.235 0.141 0.095 -1.12
H -3.534 -3.640 2.659 -0.013 0.015 -0.004 0.49
H -6.023 -3.648 2.831 0.007 0.038 -0.002 0.39
H -7.269 -1.505 2.691 0.025 -0.001 -0.001 0.42
H -6.051 0.611 2.358 -0.010 0.023 0.000 0.48
H -4.498 1.336 -0.380 0.038 0.008 -0.065 0.39
H -6.140 2.887 -1.357 0.017 -0.020 0.024 0.49
H -6.900 4.860 -0.063 0.009 -0.019 0.013 0.38
H -6.020 5.241 2.220 -0.002 -0.013 -0.015 0.41
H -4.411 3.676 3.204 0.034 0.005 0.021 0.36
H -1.777 3.568 2.982 -0.065 -0.115 0.098 0.68
H -1.034 4.346 5.184 -0.011 0.028 0.024 0.54
H -1.454 2.969 7.207 0.005 -0.008 -0.012 0.39
H -2.652 0.811 6.988 0.026 0.007 -0.010 0.40
H -3.421 0.037 4.790 0.031 -0.006 -0.023 0.40
Br 7.158 -1.554 2.815 -0.020 0.022 0.014 -0.21
C 6.437 -2.418 1.294 0.065 0.014 -0.044 0.15
C 7.258 -3.312 0.616 -0.016 0.010 0.001 -0.45
C 6.783 -3.974 -0.503 0.002 -0.007 -0.009 -0.43
C 5.486 -3.749 -0.943 0.016 0.005 0.015 -0.97
C 4.670 -2.858 -0.268 0.012 -0.032 0.059 -0.06
C 5.144 -2.178 0.854 -0.022 -0.110 -0.129 0.19
I 3.810 -0.882 1.774 -0.042 0.002 0.064 0.25
H 8.264 -3.483 0.974 -0.015 0.004 -0.003 0.38
H 7.427 -4.670 -1.024 -0.007 0.005 0.003 0.36
H 5.099 -4.275 -1.806 0.008 0.005 0.002 0.41
H 3.644 -2.710 -0.586 0.019 0.005 -0.005 0.25
N 4.459 6.023 -1.765 -0.041 -0.062 0.010 -0.53
C 4.208 4.901 -1.768 0.024 -0.096 0.001 -0.16
C 3.892 3.495 -1.763 0.039 0.214 -0.026 0.18
C 4.338 2.650 -2.772 0.001 -0.056 -0.023 -0.44
C 3.986 1.314 -2.706 0.004 0.015 -0.008 -0.86
C 3.202 0.885 -1.647 -0.016 -0.002 0.061 -0.53
N 2.769 1.692 -0.676 0.063 -0.031 0.149 0.29
C 3.117 2.967 -0.733 -0.079 -0.044 -0.128 0.11
H 4.940 3.035 -3.583 0.002 0.009 -0.001 0.50
H 4.299 0.612 -3.466 -0.003 0.021 0.010 0.50
H 2.904 -0.156 -1.583 0.018 0.021 0.031 0.55
H 2.758 3.628 0.049 0.006 -0.044 -0.002 0.30
I -5.426 1.005 -5.866 -0.104 -0.041 -0.130 0.10
C -4.045 1.474 -4.428 0.134 0.050 0.165 -1.00
C -3.064 2.433 -4.492 0.038 0.028 -0.045 -0.33
N -2.412 2.378 -3.316 0.064 -0.083 -0.006 0.40
N -2.872 1.414 -2.507 -0.183 0.024 0.014 -0.26
C -3.877 0.868 -3.169 -0.022 -0.158 0.042 -0.28
H -2.776 3.115 -5.275 -0.028 -0.037 0.035 0.48
H -1.527 2.809 -3.098 0.024 0.007 -0.002 0.15
H -4.424 0.034 -2.752 0.008 0.100 0.014 0.62
```
Positions in Å, forces in eV/Å.

=====

Entry 4:
This record from the Open Molecules 2025 dataset describes the molecule C6H6. The level of theory is wB97M-V/def2-TZVPD.

Summary:
SMILES ... C#CC(C)C#C
Charge ... 0
ΔE to the lowest compared entry with this formula, charge and spin ... 89.3 kcal per mole
LUMO level ... 1.03 eV
E_HOMO ... -10.0 eV
Energy ... -6315.3294 eV

Structure (XYZ):
```
12
Properties=species:S:1:pos:R:3:forces:R:3:mulliken_charge:R:1
C 2.152 -1.156 0.162 -0.355 0.224 0.149 0.20
C 1.079 -0.654 0.367 0.518 -0.252 -0.094 -0.83
C -0.276 -0.086 0.448 0.041 -0.030 0.020 0.53
C -1.142 -0.813 -0.598 -0.106 -0.012 -0.077 -1.30
C -0.203 1.381 0.297 0.059 0.501 -0.011 -0.77
C -0.071 2.576 0.244 -0.072 -0.509 -0.019 0.10
H 3.116 -1.577 -0.012 -0.120 0.034 0.063 0.43
H -0.702 -0.286 1.441 0.148 0.002 -0.120 0.20
H -0.702 -0.711 -1.594 -0.095 0.066 0.152 0.33
H -1.158 -1.878 -0.344 -0.052 0.186 -0.068 0.34
H -2.165 -0.430 -0.610 0.124 0.005 0.025 0.36
H 0.072 3.634 0.200 -0.090 -0.216 -0.022 0.42
```
Positions in Å, forces in eV/Å.